CH14N3O4 | wB97M-V/def2-TZVPD

Each line ends with the Löwdin charge.
Atoms and positions in Å:
N: -0.29 -2.51 0.08  0.130
C: 0.00 -1.26 0.75  -0.493
N: -1.06 -0.30 0.62  0.381
N: 1.24 -0.59 0.72  0.272
H: -0.07 -1.60 1.93  0.241
H: -0.23 -2.42 -0.94  0.086
H: -1.25 0.10 -0.32  -0.255
H: -1.74 -0.18 1.37  0.170
H: 1.67 -0.50 -0.22  0.108
H: 1.04 0.39 1.09  0.086
H: 1.28 2.62 2.36  0.078
H: 0.68 2.57 0.92  -0.002
O: 1.12 2.04 1.60  -0.071
H: -0.61 1.81 -1.07  0.014
H: -0.39 3.45 -0.80  0.072
O: -0.22 2.54 -0.52  -0.069
H: -1.45 0.25 -2.18  0.112
H: 0.24 -0.75 -1.43  0.095
O: -1.09 0.32 -1.29  -0.071
H: 1.39 -1.78 -1.91  0.153
H: -1.22 -2.83 0.34  0.117
O: 0.96 -1.40 -1.12  -0.154

Summary:
- E_LUMO (eV) = -8.589
- HOMO (eV) = -14.45
- energy above the lowest of the compared OMol25 structures with the same formula, charge and spin (kcal/mol) = 297.0
- frontier orbital gap (eV) = 5.9
- net charge = +1

=====

CH14NO4 | wB97M-V/def2-TZVPD

Each line ends with the Löwdin charge.
Atoms and positions in Å:
C: -1.76 -1.43 0.52  -0.027
N: -1.08 -0.36 -0.28  0.134
H: -2.27 -2.06 -0.20  0.105
H: -1.10 -2.14 0.99  0.103
H: -2.44 -0.98 1.23  0.088
H: -0.94 -0.65 -1.26  0.106
H: -0.13 -0.24 0.07  0.121
H: -1.63 0.50 -0.29  0.166
H: -0.66 0.26 -3.46  0.072
H: 0.72 -0.40 -3.30  0.051
O: -0.20 -0.48 -3.02  -0.056
H: 2.54 0.97 1.16  0.010
H: 2.30 1.98 2.20  0.055
O: 2.50 1.03 2.12  -0.044
H: 2.29 0.33 -1.28  0.053
H: 1.95 1.86 -1.38  0.062
O: 1.61 0.97 -1.52  -0.045
H: -1.26 -0.05 2.63  0.047
H: 0.12 0.43 2.88  0.058
O: -0.56 0.45 2.19  -0.057

Summary:
- E_LUMO (eV) = -3.211
- HOMO (eV) = -14.94
- energy above the lowest of the compared OMol25 structures with the same formula, charge and spin (kcal/mol) = 29.9
- frontier orbital gap (eV) = 11.7
- net charge = +1